DFT (ωB97M-V/def2-TZVPD) results for C35H39N2O8P3Ti as an isolated structure.

Cartesian coordinates (Å):
Ti (-0.61775, -0.10315, 0.49252)
C (-2.43320, 3.85644, 3.17870)
C (-2.26803, 2.67320, 2.22833)
O (-3.38435, 2.51189, 1.35826)
P (-0.87301, 2.88180, 1.04491)
O (-0.73732, 4.39470, 0.61738)
O (0.46354, 2.60087, 1.81791)
O (-0.98701, 1.91784, -0.09012)
P (-1.86751, 1.13251, 3.17538)
O (-3.27499, 0.73057, 3.79054)
O (-0.80688, 1.37617, 4.16840)
O (-1.58247, 0.07363, 2.06848)
H (-2.50078, 4.78816, 2.62012)
H (-1.60917, 3.92113, 3.89302)
H (-3.35656, 3.72209, 3.74300)
H (-4.08860, 2.01577, 1.79489)
H (-1.34192, 4.66882, -0.09000)
H (0.53816, 2.88888, 2.74254)
H (-3.24062, 0.63774, 4.75323)
C (-4.33629, -3.19490, 0.21375)
C (-4.04987, -1.83263, 0.85683)
C (-4.25892, -0.69871, -0.11928)
C (-5.50963, -0.09404, -0.20509)
C (-5.75499, 0.92131, -1.11872)
C (-4.74446, 1.33719, -1.97129)
C (-3.47882, 0.76488, -1.91291)
C (-2.41158, 1.19896, -2.88921)
C (-2.45800, 0.39294, -4.19202)
C (-3.25386, -0.24363, -0.97572)
N (-1.92032, -0.77396, -0.79396)
C (-1.49696, -1.87092, -1.35552)
C (-0.42011, -2.54914, -0.74029)
C (0.20030, -3.77028, -0.99779)
C (0.99335, -4.03645, 0.11318)
C (0.81142, -2.96887, 1.00086)
N (-0.02687, -2.04596, 0.50272)
H (-4.24394, -3.99703, 0.94873)
H (-3.63635, -3.40985, -0.59908)
H (-5.34526, -3.22771, -0.20251)
H (-3.03884, -1.82572, 1.25863)
H (-4.72195, -1.68839, 1.70424)
H (-6.30183, -0.43390, 0.45642)
H (-6.73434, 1.38337, -1.16813)
H (-4.93284, 2.12424, -2.69601)
H (-1.43266, 1.10864, -2.43699)
H (-2.55678, 2.25629, -3.11800)
H (-2.24421, -0.66505, -4.01215)
H (-1.72491, 0.76554, -4.91080)
H (-3.44634, 0.45136, -4.65471)
H (-2.02828, -2.29367, -2.20506)
H (0.07062, -4.38541, -1.88098)
H (1.61580, -4.90551, 0.27844)
H (1.24574, -2.85099, 1.98390)
O (1.00606, 0.25885, -0.58111)
P (2.48537, -0.08001, -0.33375)
C (3.00692, -1.51011, -1.24010)
C (2.59650, -1.57368, -2.57571)
C (3.00425, -2.63378, -3.36863)
C (3.82159, -3.62437, -2.83341)
C (4.22499, -3.56416, -1.50575)
C (3.81409, -2.50889, -0.70301)
C (2.85524, -0.23791, 1.41347)
C (1.86345, -0.18032, 2.39541)
C (2.18557, -0.24441, 3.73866)
C (3.51600, -0.38251, 4.11457)
C (4.51655, -0.43194, 3.15206)
C (4.19078, -0.34570, 1.80674)
C (3.48430, 1.27461, -0.92954)
C (4.78395, 1.06121, -1.38778)
C (5.55725, 2.13737, -1.79834)
C (5.03088, 3.42160, -1.76051)
C (3.73050, 3.63606, -1.31906)
C (2.95376, 2.56538, -0.90231)
H (1.95781, -0.80002, -2.98762)
H (2.68859, -2.68802, -4.40372)
H (4.14268, -4.45129, -3.45597)
H (4.85137, -4.34452, -1.09135)
H (4.10347, -2.48214, 0.34139)
H (0.81338, -0.08019, 2.15314)
H (1.39761, -0.16945, 4.47734)
H (3.77498, -0.43724, 5.16615)
H (5.55446, -0.52219, 3.44963)
H (4.98369, -0.34255, 1.06511)
H (5.18687, 0.05555, -1.44401)
H (6.56481, 1.97228, -2.15942)
H (5.63463, 4.25925, -2.08635)
H (3.32039, 4.63856, -1.30491)
H (1.93771, 2.72361, -0.57031)

## Properties
ΔE to the lowest compared entry with this formula, charge and spin ... 22.6 kcal/mol
Multiplicity ... 2
Total charge ... +1
Strongest force on any atom ... 1.7 eV/Å
HOMO level (spin up / spin down) ... -10.1 / -10.5 eV

DFT (ωB97M-V/def2-TZVPD) results for a 2-piece molecular cluster, C35H39N2Si overall.

Cartesian coordinates (Å):
C (-1.03383, -0.92001, 4.53005)
C (0.40022, -0.82004, 5.08231)
C (1.33928, -0.70391, 3.87537)
N (0.50187, -1.03170, 2.72639)
C (1.00569, -1.18515, 1.50936)
C (0.22585, -1.47490, 0.38752)
C (0.75129, -1.58966, -0.90008)
C (0.01395, -1.05760, -2.02225)
C (0.60048, -0.11749, -2.90746)
C (-0.20516, 0.67587, -3.71655)
C (-1.58396, 0.41845, -3.81170)
C (-2.14549, -0.62855, -3.06477)
C (-1.35824, -1.36378, -2.17847)
C (-0.92174, -1.08795, 3.00765)
H (-1.55516, -1.78178, 4.95277)
H (-1.60416, -0.01598, 4.75944)
H (0.52193, 0.04209, 5.74029)
H (0.64538, -1.73293, 5.63264)
H (1.74298, 0.31847, 3.78904)
H (2.20508, -1.38129, 3.93934)
H (2.08649, -1.04520, 1.42239)
H (-0.86002, -1.44657, 0.52600)
H (1.80545, -1.84222, -1.03038)
H (1.67916, 0.01508, -2.87551)
H (0.23871, 1.48542, -4.29610)
H (-2.21345, 1.04274, -4.44395)
H (-3.20421, -0.86920, -3.17358)
H (-1.79227, -2.16474, -1.57346)
H (-1.36586, -2.03814, 2.67100)
H (-1.45623, -0.27990, 2.48162)
C (4.87133, -2.48104, -6.03635)
C (5.83502, -3.41927, -5.65007)
C (5.63952, -4.20644, -4.50738)
C (4.47299, -4.06007, -3.73798)
Si (4.05254, -5.14086, -2.27922)
C (5.22716, -6.58689, -2.15322)
C (6.00923, -6.76617, -0.99964)
C (6.94539, -7.80406, -0.92890)
C (7.10677, -8.68322, -2.00479)
C (6.32372, -8.51644, -3.15111)
C (5.38441, -7.47884, -3.22744)
C (4.12286, -4.17113, -0.69474)
C (4.85907, -2.98347, -0.59691)
C (4.74188, -2.18562, 0.54433)
C (3.90359, -2.58228, 1.59121)
C (3.19790, -3.78627, 1.51182)
C (3.36160, -4.61323, 0.39716)
C (2.20617, -5.63813, -2.35401)
C (1.82058, -6.56071, -3.52636)
C (0.48246, -6.00700, -4.06214)
C (0.11374, -4.80173, -3.18080)
N (1.29365, -4.50608, -2.36727)
C (3.54855, -3.06177, -4.08533)
C (3.73456, -2.28823, -5.23976)
H (5.01194, -1.89372, -6.94762)
H (6.74452, -3.54627, -6.23930)
H (6.39643, -4.93450, -4.20867)
H (5.89496, -6.07416, -0.16285)
H (7.54924, -7.91943, -0.02992)
H (7.84613, -9.48503, -1.94983)
H (6.44807, -9.18988, -3.99897)
H (4.78843, -7.35060, -4.13560)
H (5.51768, -2.68356, -1.41366)
H (5.29092, -1.24364, 0.60926)
H (3.78096, -1.93775, 2.46503)
H (2.51526, -4.08153, 2.30977)
H (2.87949, -5.59460, 0.38728)
H (2.13398, -6.21006, -1.40038)
H (2.58763, -6.58225, -4.31272)
H (1.70344, -7.57489, -3.13281)
H (0.59876, -5.69930, -5.10606)
H (-0.30136, -6.76875, -3.99629)
H (-0.17395, -3.93433, -3.79078)
H (-0.73716, -5.04402, -2.52386)
H (1.08453, -4.12748, -1.44909)
H (2.66622, -2.90222, -3.45713)
H (2.98402, -1.54379, -5.51123)

## Properties
ΔE to the lowest compared entry with this formula, charge and spin ... 4.0 kcal/mol
Total charge ... +1
Strongest force on any atom ... 2.2 eV/Å
HOMO level ... -10.1 eV

DFT (ωB97M-V/def2-TZVPD) results for C35H40AlClNO4SSbSe4 as an isolated structure.

Cartesian coordinates (Å):
Al (1.79141, 0.32202, -0.70500)
Se (3.47079, -1.59890, -4.02354)
Sb (5.23497, -0.48653, -2.66617)
Se (4.10054, -0.00166, -0.41205)
Se (7.03788, -2.01989, -2.11526)
Se (5.86642, 1.63954, -3.64874)
O (1.03601, -1.08157, -1.60165)
S (0.79307, -1.83546, -2.91564)
C (1.24798, -3.56348, -2.47438)
C (2.09531, -3.64644, -1.23626)
C (3.47570, -3.80502, -1.28232)
C (4.20924, -3.84930, -0.10505)
C (3.57048, -3.74693, 1.12124)
C (2.19071, -3.61039, 1.17485)
C (1.46002, -3.55994, -0.00039)
C (-1.08158, -2.00407, -2.88025)
C (-1.76003, -2.84456, -1.86063)
C (-2.22449, -4.12506, -2.14598)
C (-2.82607, -4.89302, -1.15923)
C (-2.98157, -4.38659, 0.12356)
C (-2.53998, -3.10143, 0.41260)
C (-1.93458, -2.34199, -0.57404)
H (1.75050, -3.92654, -3.36960)
H (0.32257, -4.11596, -2.30378)
H (3.98327, -3.81652, -2.23623)
H (5.28802, -3.89315, -0.15771)
H (4.15329, -3.73650, 2.03310)
H (1.68809, -3.50923, 2.12947)
H (0.38350, -3.43750, 0.03247)
H (-1.29742, -2.32279, -3.90251)
H (-1.38047, -0.96142, -2.77797)
H (-2.10230, -4.52710, -3.14485)
H (-3.17335, -5.89118, -1.39356)
H (-3.45230, -4.98645, 0.89132)
H (-2.66924, -2.68639, 1.40457)
H (-1.59815, -1.33469, -0.36778)
C (-3.44603, -0.83166, 4.87421)
C (-3.35452, -0.03718, 3.60485)
C (-4.38988, 0.77821, 3.18413)
C (-4.27985, 1.49824, 2.00385)
Cl (-5.61000, 2.52073, 1.49947)
C (-3.13936, 1.42629, 1.23514)
C (-2.08489, 0.61945, 1.64584)
C (-2.19597, -0.11663, 2.81711)
O (-1.23829, -0.94952, 3.29262)
C (-0.13777, -1.23191, 2.44312)
C (0.76536, -0.03015, 2.16134)
O (1.04518, 0.72967, 3.06163)
O (1.20812, 0.00196, 0.95310)
H (-4.38081, -0.62060, 5.39170)
H (-2.61340, -0.59954, 5.53838)
H (-3.39201, -1.90222, 4.67127)
H (-5.29177, 0.85421, 3.77805)
H (-3.05322, 2.00061, 0.32352)
H (-1.18834, 0.60140, 1.04022)
H (-0.47708, -1.68791, 1.51381)
H (0.46117, -1.95732, 2.99541)
C (2.17881, 3.99309, 3.08895)
C (1.19306, 3.82254, 1.96921)
C (-0.08717, 4.35987, 2.05384)
C (-1.01503, 4.12513, 1.04759)
C (-2.40253, 4.70970, 1.12348)
C (-0.65577, 3.33397, -0.03579)
C (0.62388, 2.77674, -0.15145)
C (1.54124, 3.06674, 0.86052)
N (0.99852, 1.91718, -1.20171)
C (0.82717, 2.38039, -2.58920)
C (1.90382, 1.69127, -3.42893)
C (-0.55007, 2.03154, -3.17404)
C (1.06036, 3.89000, -2.70736)
H (1.96152, 4.88500, 3.68109)
H (3.19866, 4.06526, 2.71177)
H (2.13259, 3.12216, 3.74483)
H (-0.36827, 4.94964, 2.91976)
H (-2.65046, 5.00249, 2.14452)
H (-3.15339, 3.99071, 0.78986)
H (-2.49582, 5.59658, 0.49068)
H (-1.39797, 3.12843, -0.79651)
H (2.54590, 2.66477, 0.77896)
H (1.92995, 0.60373, -3.29936)
H (2.90346, 2.05289, -3.18329)
H (1.73443, 1.86097, -4.49494)
H (-0.74957, 0.96767, -3.04172)
H (-0.57436, 2.25029, -4.24403)
H (-1.35961, 2.58778, -2.70170)
H (2.03614, 4.14301, -2.29207)
H (0.30106, 4.47845, -2.19171)
H (1.05459, 4.17195, -3.76268)

## Properties
ΔE to the lowest compared entry with this formula, charge and spin ... 0.6 kcal/mol
Total charge ... -2
Strongest force on any atom ... 0.6 eV/Å
HOMO level ... -1.5 eV

DFT (ωB97M-V/def2-TZVPD) results for C35H40BrN4O2SbTi as an isolated structure.

Cartesian coordinates (Å):
Ti (0.13811, 0.96513, 2.38028)
N (0.88095, -0.77972, 1.26997)
C (2.28530, -0.57997, 0.92638)
C (2.65687, 0.91500, 0.70685)
N (1.56201, 1.86614, 0.93541)
C (1.07643, 2.47232, -0.30145)
C (-0.45053, 2.66663, -0.28248)
N (-1.00097, 1.60123, 0.54053)
C (1.99228, 2.88563, 1.89502)
C (0.88474, 3.86432, 2.28773)
N (-0.29945, 3.12516, 2.73150)
H (0.78480, -1.24969, 2.17194)
H (0.40935, -1.35173, 0.57000)
H (2.54139, -1.14258, 0.02012)
H (2.92455, -0.96006, 1.72938)
H (3.05865, 1.03286, -0.30404)
H (3.46066, 1.14502, 1.40743)
H (1.30242, 1.79915, -1.13071)
H (1.58339, 3.42887, -0.49916)
H (-0.81939, 2.63678, -1.32310)
H (-0.73813, 3.64058, 0.12634)
H (-0.78338, 0.71607, 0.07941)
H (-2.01691, 1.65594, 0.61441)
H (2.83752, 3.45928, 1.47483)
H (2.33363, 2.35439, 2.79511)
H (0.64933, 4.53184, 1.45001)
H (1.27947, 4.49139, 3.09706)
H (-1.15014, 3.46788, 2.28740)
H (-0.42830, 3.26724, 3.73103)
Br (-0.28492, 1.74521, 5.52708)
C (-1.72828, 0.46214, 5.47080)
C (-2.28641, 0.25605, 6.71104)
C (-3.34486, -0.63467, 6.86512)
C (-3.81238, -1.29403, 5.76357)
C (-3.23603, -1.10281, 4.49130)
C (-3.74878, -1.83836, 3.40869)
C (-3.20251, -1.69541, 2.16223)
C (-2.14906, -0.80146, 1.97294)
C (-1.57648, -0.01777, 2.97960)
C (-2.14226, -0.19227, 4.28860)
H (-1.89803, 0.79149, 7.56248)
H (-3.77782, -0.78431, 7.84218)
H (-4.63544, -1.98798, 5.85037)
H (-4.56386, -2.52345, 3.58787)
H (-3.56984, -2.27540, 1.32365)
H (-1.77191, -0.75124, 0.94935)
O (3.27156, 0.73662, 3.63282)
C (2.36848, 0.05921, 4.11882)
O (1.16194, 0.05561, 3.76266)
H (2.61207, -0.65639, 4.95260)
C (-1.89610, 2.37588, -5.50078)
C (-2.58282, 1.27272, -5.01551)
C (-1.94511, 0.36826, -4.18718)
C (-0.60722, 0.53473, -3.85684)
C (0.08009, 1.62876, -4.36441)
C (-0.55843, 2.54099, -5.18482)
Sb (0.20094, -0.65319, -2.23907)
C (2.21297, -0.97303, -2.97349)
C (3.08275, 0.11003, -3.01259)
C (4.42984, -0.06943, -3.25944)
C (4.93464, -1.34528, -3.44632)
C (4.07636, -2.43278, -3.39805)
C (2.72651, -2.24979, -3.15573)
C (-0.69859, -2.53411, -2.75930)
C (-1.22984, -3.28693, -1.72181)
C (-1.84964, -4.49555, -1.97298)
C (-1.95319, -4.95632, -3.27612)
C (-1.42448, -4.20937, -4.31694)
C (-0.79832, -3.00134, -4.06197)
H (-2.40102, 3.10291, -6.11958)
H (-3.62091, 1.12544, -5.27654)
H (-2.48869, -0.48415, -3.79722)
H (1.12597, 1.76842, -4.12861)
H (-0.00891, 3.38852, -5.56965)
H (2.70235, 1.11386, -2.86853)
H (5.08562, 0.78801, -3.30274)
H (5.98842, -1.48677, -3.63406)
H (4.46775, -3.42860, -3.54605)
H (2.06648, -3.10845, -3.12065)
H (-1.15978, -2.92186, -0.70303)
H (-2.24952, -5.07407, -1.15356)
H (-2.45252, -5.89265, -3.47694)
H (-1.50532, -4.57246, -5.33203)
H (-0.39009, -2.41831, -4.87844)

## Properties
Strongest force on any atom ... 1.8 eV/Å
HOMO level (spin up / spin down) ... -4.0 / -4.0 eV

DFT (ωB97M-V/def2-TZVPD) results for C35H40ClIrN5OS7 as an isolated structure.

Cartesian coordinates (Å):
Ir (-0.75143, -2.33788, 0.11858)
C (-3.23107, -4.26972, 0.52834)
N (-2.99729, -2.96277, -0.15925)
C (-4.02356, -2.07686, 0.47572)
C (-4.02024, -0.63091, 0.07209)
N (-2.98102, 0.14229, 0.72547)
C (-2.93886, 1.47571, 0.14956)
C (-3.01817, 0.11023, 2.16202)
C (-3.82295, 1.04274, 2.82468)
C (-3.90347, 1.11300, 4.20099)
C (-3.16235, 0.21542, 4.95671)
C (-2.37057, -0.71919, 4.32232)
C (-2.27044, -0.80946, 2.92353)
S (-1.18481, -2.15291, 2.45687)
C (-3.27667, -3.14253, -1.60047)
C (-4.53335, -3.60520, -1.99421)
C (-4.84594, -3.79816, -3.32517)
C (-3.88500, -3.53304, -4.29461)
C (-2.63394, -3.09781, -3.91494)
C (-2.30361, -2.90060, -2.56712)
S (-0.66650, -2.36909, -2.21610)
H (-4.30296, -4.44652, 0.63212)
H (-2.78484, -4.22897, 1.52065)
H (-2.81270, -5.08255, -0.05455)
H (-3.88787, -2.16713, 1.55248)
H (-5.00472, -2.49382, 0.24398)
H (-5.01813, -0.22079, 0.30961)
H (-3.89183, -0.54327, -1.01170)
H (-3.91660, 1.97994, 0.14345)
H (-2.61386, 1.39733, -0.89117)
H (-2.23710, 2.10377, 0.69644)
H (-4.40001, 1.73850, 2.22850)
H (-4.53137, 1.85579, 4.67493)
H (-3.19465, 0.24421, 6.03818)
H (-1.78935, -1.41528, 4.91454)
H (-5.28479, -3.82978, -1.24919)
H (-5.82684, -4.15945, -3.60275)
H (-4.10978, -3.67872, -5.34316)
H (-1.87213, -2.90886, -4.66100)
S (5.06282, -6.57870, -0.20291)
C (3.75468, -5.62193, -0.07108)
S (2.12358, -6.22729, -0.05373)
C (1.32008, -4.68531, 0.06493)
C (2.13613, -3.58214, 0.08499)
S (1.50423, -2.01812, 0.23210)
S (3.84732, -3.88379, -0.00741)
S (-0.36442, -4.58051, 0.20614)
C (4.40713, 2.92571, -2.66670)
C (2.91943, 2.56512, -2.75749)
C (2.40531, 3.08701, -4.10737)
C (2.78717, 1.03755, -2.79027)
C (2.14517, 3.24632, -1.57449)
O (2.03937, 4.64890, -1.86446)
C (2.83994, 3.18343, -0.19629)
C (3.28610, 1.86499, 0.44616)
C (3.58401, 2.03138, 1.92137)
C (3.19350, 1.05390, 2.83206)
C (3.46283, 1.17746, 4.18658)
C (4.13517, 2.29855, 4.64017)
Cl (4.47526, 2.47044, 6.33760)
C (4.53776, 3.28738, 3.76006)
C (4.25872, 3.14695, 2.40885)
C (0.63296, 2.89657, -1.49919)
N (0.21744, 1.78967, -0.65200)
C (-0.16788, 0.56604, -1.00778)
N (-0.46094, -0.13238, 0.07291)
C (-0.21733, 0.72991, 1.09858)
N (0.16744, 1.91497, 0.69373)
H (4.92647, 2.54130, -3.54580)
H (4.88821, 2.49800, -1.78703)
H (4.57018, 4.00697, -2.65302)
H (2.95433, 2.59115, -4.91005)
H (2.54414, 4.16164, -4.21012)
H (1.34786, 2.87124, -4.26377)
H (3.46159, 0.64136, -3.55212)
H (1.78478, 0.73319, -3.08519)
H (3.03352, 0.54937, -1.85090)
H (2.92812, 5.01665, -1.91466)
H (2.17198, 3.69564, 0.49950)
H (3.71962, 3.82697, -0.29014)
H (4.18282, 1.48320, -0.05121)
H (2.53573, 1.08602, 0.33955)
H (2.66346, 0.17732, 2.48225)
H (3.14871, 0.41324, 4.88432)
H (5.06140, 4.15803, 4.13018)
H (4.57675, 3.93059, 1.73236)
H (0.22789, 2.70428, -2.48950)
H (0.14292, 3.78383, -1.10423)
H (-0.25480, 0.20722, -2.01783)
H (-0.34795, 0.47305, 2.13598)

## Properties
ΔE to the lowest compared entry with this formula, charge and spin ... 31.8 kcal/mol
Multiplicity ... 2
Strongest force on any atom ... 0.6 eV/Å
HOMO level (spin up / spin down) ... -7.4 / -7.5 eV